Entry 1:
Formula: C4H34NO13
Source: OMol25
Level of theory: the ωB97M-V functional and the def2-TZVPD basis

Geometry as XYZ:
```
52
Properties=species:S:1:pos:R:3:nbo_charge:R:1
C 0.20166 0.39961 -1.46312 -0.51
N -1.04837 -0.36922 -1.96469 -0.22
C -1.10279 -1.77676 -1.58260 -0.31
C -2.27868 -2.22698 -0.66224 -0.43
C -2.07435 -1.85432 0.76835 -0.08
O -2.73703 -0.68821 1.01611 -0.74
H 0.09124 1.31514 -1.98180 0.23
H 1.03170 -0.10947 -1.99663 0.25
H 0.52598 0.40270 -0.42060 0.30
H -1.86080 0.18164 -1.62551 0.41
H -0.16439 -2.02862 -0.97633 0.26
H -1.05352 -2.47201 -2.39593 0.28
H -3.16472 -1.74634 -1.15124 0.23
H -2.45133 -3.35995 -0.67691 0.25
H -2.58778 -2.52400 1.59025 0.20
H -1.07000 -1.81093 1.07833 0.20
H 1.98728 -1.98995 0.48375 0.50
H 1.47843 -2.97552 -0.47739 0.46
O 1.45866 -2.83681 0.37433 -0.95
H -2.21195 0.53387 3.20189 0.50
H -3.40678 1.16134 2.33213 0.48
O -2.68761 1.25742 2.86938 -0.97
H -0.05778 2.39441 -0.23298 0.46
H 0.37733 3.82344 0.05474 0.52
O 0.52859 3.05209 -0.74985 -0.98
H 0.62302 -0.80603 -3.87598 0.43
H 1.87545 -0.60697 -3.26171 0.47
O 1.52078 -0.73531 -4.11064 -0.90
H 2.56870 -0.62813 -0.69725 0.45
H 3.28682 0.43632 -1.23143 0.50
O 3.13415 -0.51132 -1.47338 -0.99
H 2.24126 0.35871 1.53308 0.52
H 3.81033 -0.08104 1.18209 0.50
O 2.87864 -0.42601 1.41360 -1.04
H 0.17535 -0.54299 2.30262 0.50
H -2.07877 0.00636 1.31158 0.52
O -0.53525 0.02188 2.10844 -1.01
H 2.07817 1.98136 -2.06094 0.48
H 2.03005 1.84519 -0.34168 0.53
O 2.56513 1.87208 -1.19714 -1.01
H 0.82837 -2.56720 2.33848 0.48
H -0.39435 -3.06434 3.04078 0.46
O 0.45869 -2.65204 3.21788 -0.93
H 0.42881 2.60571 1.79524 0.46
H -1.18120 2.99099 2.22167 0.48
O -0.29318 3.44095 2.18380 -1.06
H 1.77056 2.59643 1.64029 0.49
H -0.10606 0.86341 1.70349 0.52
O 1.44058 1.77973 1.17261 -1.20
H -2.94306 1.89120 -1.64261 0.47
H -1.53235 1.84588 -2.42586 0.46
O -2.37364 2.33266 -2.25851 -0.91
```

LUMO level (spin up / spin down)	-0.015 / -0.212	hartree
multiplicity	2
E_tot	-1205.34864	hartree
largest force on an atom	7.533	eV Å⁻¹
E_HOMO (spin up / spin down)	-0.3622 / -0.3621	hartree
frontier orbital gap (spin up / spin down)	9.4 / 4.1	eV
energy relative to the best compared isomer or geometry (same formula, charge and spin)	99.02	kcal per mole

Entry 2:
Formula: C25H25NO4
Source: OMol25
Level of theory: the ωB97M-V functional and the def2-TZVPD basis

Geometry as XYZ:
```
55
Properties=species:S:1:pos:R:3:nbo_charge:R:1
C -3.40816 1.88922 5.11500 -0.26
O -2.27773 2.60185 4.54944 -0.48
C -1.93355 2.39761 3.25112 0.35
C -0.75165 3.01989 2.76569 -0.23
C -0.22135 2.65472 1.56942 -0.13
C -0.81417 1.63141 0.76371 -0.19
C -0.07866 1.12400 -0.33879 0.04
C -0.61053 0.20949 -1.31294 -0.17
C -0.43755 0.44270 -2.70404 -0.17
C -0.86022 -0.50389 -3.61561 -0.04
C -1.40429 -1.71751 -3.13513 0.32
O -1.52204 -2.67911 -4.08505 -0.48
C -1.16923 -2.06323 -5.37904 -0.06
C -0.69548 -0.63482 -5.10145 -0.47
C -1.64313 -1.95559 -1.77126 -0.27
C -1.23937 -0.99113 -0.87546 -0.14
C -2.09676 1.15966 1.17246 -0.08
C -2.64676 1.52549 2.38928 -0.34
H -3.46591 2.23091 6.15140 0.21
H -4.34164 2.13784 4.59237 0.18
H -3.24534 0.80281 5.09292 0.19
H -0.23441 3.73845 3.41145 0.23
H 0.67688 3.14146 1.18529 0.23
H 0.84572 1.65428 -0.60700 0.24
H -0.00772 1.39114 -3.03755 0.22
H -0.41073 -2.69672 -5.84409 0.19
H -2.07409 -2.07533 -6.00302 0.19
H -1.31124 0.08469 -5.65120 0.22
H 0.34772 -0.48987 -5.41589 0.23
H -2.09041 -2.89902 -1.46402 0.23
H -1.40607 -1.13663 0.19439 0.22
H -2.66993 0.50790 0.51671 0.21
H -3.59354 1.09072 2.71042 0.22
C 1.57553 -3.73207 -2.54363 -0.63
C 2.10717 -2.39009 -2.11860 -0.07
O 1.60063 -2.11631 -0.80340 -0.52
C 2.01481 -0.90072 -0.34556 0.75
C 1.37425 -0.60503 0.92611 -0.37
C 2.00762 0.23138 1.87552 -0.03
C 2.92718 1.25627 1.48930 -0.28
C 3.33434 2.19498 2.44321 0.03
N 2.97164 2.12712 3.72439 -0.46
C 2.17138 1.13870 4.13397 0.03
C 1.68613 0.15385 3.27085 -0.26
O 2.73882 -0.17138 -1.03746 -0.67
H 1.60866 -3.80841 -3.63818 0.21
H 2.22349 -4.51688 -2.13468 0.21
H 0.54731 -3.90215 -2.21236 0.22
H 3.20876 -2.39668 -2.09502 0.19
H 1.76770 -1.59699 -2.79901 0.18
H 0.73821 -1.39084 1.33097 0.22
H 3.27075 1.32039 0.46114 0.25
H 3.96464 3.03370 2.13777 0.19
H 1.88530 1.13632 5.18815 0.19
H 1.06706 -0.65852 3.65700 0.21
```

LUMO level	-0.046	hartree
multiplicity	1
E_tot	-1323.27931	hartree
largest force on an atom	1.809	eV Å⁻¹
E_HOMO	-0.2513	hartree
frontier orbital gap	5.6	eV
energy relative to the best compared isomer or geometry (same formula, charge and spin)	87.45	kcal per mole

Entry 3:
Formula: C7H31NO11
Source: OMol25
Level of theory: the ωB97M-V functional and the def2-TZVPD basis

Geometry as XYZ:
```
50
Properties=species:S:1:pos:R:3:nbo_charge:R:1
C 0.38987 1.55542 1.26553 -0.35
C 0.19645 0.31572 0.69809 -0.29
C 0.85637 -0.00233 -0.56441 0.05
N 1.73464 0.88384 -1.16969 -0.53
C 2.25011 0.30247 -2.34883 -0.07
C 1.76535 -0.98760 -2.41676 -0.30
C 0.91122 -1.19880 -1.28152 -0.13
C 0.04191 -2.43160 -1.14423 -0.64
H 1.12524 2.33794 0.83954 0.21
H 0.01414 1.90311 2.09277 0.18
H -0.40805 -0.47358 1.13810 0.24
H 1.63231 1.84687 -0.93607 0.45
H 2.70832 1.04788 -2.98578 0.22
H 1.92500 -1.74312 -3.37442 0.24
H -0.84896 -2.19519 -0.56590 0.22
H -0.20770 -2.97838 -2.05496 0.23
H 0.49234 -3.28823 -0.62765 0.22
O 0.80699 3.71545 -0.88932 -1.04
H 0.91245 4.42100 -1.56763 0.48
H -0.13894 3.24150 -0.92539 0.52
O -1.65475 -0.25954 -2.86746 -0.96
H -1.69927 0.10864 -3.68785 0.47
H -0.87760 0.26085 -2.47625 0.51
O -3.71708 -1.24975 -1.85997 -0.99
H -2.98818 -1.14867 -2.39814 0.49
H -3.52481 -1.59018 -0.95133 0.49
O -2.41815 0.32686 2.79512 -0.97
H -1.75352 0.44568 3.51358 0.51
H -2.37877 1.06362 2.15935 0.48
O -2.70153 -2.06853 1.45728 -0.97
H -1.78313 -1.86831 1.52350 0.46
H -3.12983 -1.19119 1.88961 0.50
O 3.02542 -2.64872 0.67589 -0.97
H 2.76355 -2.05256 -0.05056 0.50
H 3.87392 -2.99214 0.54552 0.48
O 0.46959 -1.86101 2.45881 -0.95
H -0.01635 -2.64558 2.61807 0.47
H 1.34863 -2.18221 2.37731 0.49
O -1.44613 2.54891 -1.50364 -0.98
H -1.94902 3.33387 -1.43989 0.48
H -2.08460 1.82082 -1.40915 0.51
O 1.38296 1.26434 3.58048 -0.94
H 2.14669 0.66735 3.37631 0.50
H 1.65600 2.07484 3.41325 0.45
O -3.19663 1.26114 -0.38720 -0.95
H -3.47783 0.69086 -1.08440 0.51
H -2.74624 0.85417 0.27752 0.47
O 3.49901 0.14563 1.66959 -0.95
H 3.80013 -0.72541 1.36464 0.48
H 2.60625 0.05106 1.31011 0.47
```

LUMO level	0.010	hartree
multiplicity	1
E_tot	-1167.60107	hartree
largest force on an atom	7.061	eV Å⁻¹
E_HOMO	-0.2887	hartree
frontier orbital gap	8.1	eV
energy relative to the best compared isomer or geometry (same formula, charge and spin)	72.77	kcal per mole
SMILES	C=Cc1[nH]ccc1C.O.O.O.O.O.O.O.O.O.O.O

Entry 4:
Formula: C3H13BCl2CoN3O14
Source: OMol25
Level of theory: the ωB97M-V functional and the def2-TZVPD basis

Geometry as XYZ:
```
37
Properties=species:S:1:pos:R:3:nbo_charge:R:1
Co 2.91356 -19.46481 -21.42572 1.64
Cl 3.48152 -22.71557 -23.38364 2.56
O 4.78367 -22.87374 -23.95245 -0.81
O 3.06463 -24.01813 -22.95135 -0.75
O 3.44963 -21.80555 -22.28944 -0.77
O 2.68465 -22.25130 -24.45695 -0.71
Cl 2.53784 -17.25799 -19.06958 2.54
O 3.14922 -17.36816 -20.39321 -0.92
O 3.12099 -16.18800 -18.31160 -0.81
O 1.11164 -17.13138 -19.10606 -0.81
O 2.81965 -18.49367 -18.35905 -0.91
B 0.79843 -19.46985 -22.02343 -0.70
H -0.06687 -18.87466 -21.77595 0.17
H 0.51253 -20.25446 -22.70672 0.13
H 1.55704 -18.82182 -22.43429 -0.01
H 1.11401 -19.86800 -21.07152 0.03
C 5.30052 -19.50350 -25.13020 -0.47
N 4.33866 -18.57880 -24.42300 0.56
O 4.28130 -17.40869 -24.65732 -0.29
O 3.74621 -18.99002 -23.43941 -0.50
H 4.65292 -20.21599 -25.64113 0.26
H 6.02243 -19.84682 -24.38919 0.25
H 5.66437 -18.87840 -25.94565 0.24
C 6.96513 -19.17030 -19.66077 -0.48
N 6.16702 -18.91525 -20.92796 0.58
O 6.60368 -18.27535 -21.81360 -0.29
O 5.01056 -19.34675 -20.94747 -0.50
H 6.38396 -19.82837 -19.01479 0.24
H 6.98305 -18.23254 -19.10546 0.26
H 7.93573 -19.53809 -19.99356 0.24
C 3.84577 -21.86580 -17.98546 -0.47
N 2.57157 -21.58625 -18.70528 0.56
O 2.55862 -20.92421 -19.73434 -0.48
O 1.48044 -21.89778 -18.31101 -0.30
H 3.68145 -22.93007 -17.81681 0.25
H 3.84674 -21.32158 -17.04105 0.26
H 4.69042 -21.53970 -18.59236 0.23
```

LUMO level (spin up / spin down)	-0.050 / -0.241	hartree
multiplicity	5
E_tot	-3666.62670	hartree
largest force on an atom	4.929	eV Å⁻¹
E_HOMO (spin up / spin down)	-0.3615 / -0.3608	hartree
frontier orbital gap (spin up / spin down)	8.5 / 3.3	eV
energy relative to the best compared isomer or geometry (same formula, charge and spin)	7.97	kcal per mole

Entry 5:
Formula: C9H21ClIIrO2P2
Source: OMol25
Level of theory: the ωB97M-V functional and the def2-TZVPD basis

Geometry as XYZ:
```
37
Properties=species:S:1:pos:R:3:nbo_charge:R:1
C 0.00939 0.93928 -3.56476 -0.76
C 0.01910 1.05456 -2.01890 0.48
H -0.00201 2.00098 -3.93413 0.27
H -0.91803 0.46645 -3.96622 0.28
H 0.92526 0.42598 -3.95017 0.28
O 0.01206 1.88923 -1.24376 -0.42
I -0.02022 -2.57684 -1.45561 0.32
Ir 0.00400 -0.52138 -0.11615 0.21
P 2.42168 -0.18531 0.47814 1.21
C 2.84196 1.22406 1.54466 -0.98
C 3.17833 -1.65828 1.21624 -0.95
H 4.27039 -1.46489 1.14279 0.28
H 4.28154 0.29405 -0.83600 0.27
H 2.81632 -2.51291 0.62231 0.27
H 3.12187 -0.78511 -1.71163 0.27
H 2.58207 1.05342 2.59293 0.28
H 2.79667 -1.74007 2.24433 0.28
C 3.22158 0.14020 -1.12260 -0.95
H 3.93523 1.31203 1.45470 0.28
H 2.78642 1.02445 -1.61326 0.26
H 2.36326 2.15542 1.22534 0.28
P -2.42670 -0.15098 0.47868 1.21
C -2.82212 1.26765 1.54534 -0.98
C -3.22132 0.18474 -1.12528 -0.95
H -2.85279 -2.47123 0.62665 0.27
H -4.28976 -1.40065 1.14800 0.28
H -2.82024 -1.69484 2.25228 0.28
C -3.20217 -1.61155 1.22348 -0.95
H -3.13430 -0.74718 -1.70749 0.27
H -4.28055 0.35533 -0.83233 0.27
H -3.91434 1.37188 1.45504 0.28
H -2.33030 2.19203 1.22278 0.28
H -2.77276 1.06502 -1.61144 0.26
H -2.56445 1.09559 2.59389 0.28
Cl -0.01817 -2.51663 1.40859 -0.37
O 0.00639 0.43403 2.71698 -0.43
C -0.00329 0.09144 1.61659 0.53
```

net charge	+2
LUMO level (spin up / spin down)	-0.241 / -0.361	hartree
multiplicity	5
E_tot	-2050.26587	hartree
largest force on an atom	6.152	eV Å⁻¹
E_HOMO (spin up / spin down)	-0.4993 / -0.6116	hartree
frontier orbital gap (spin up / spin down)	7.0 / 6.8	eV
energy relative to the best compared isomer or geometry (same formula, charge and spin)	0.00	kcal per mole

- Look up the E_tot of the second one.
  -1323.27931 hartree

- Among the records above, which one has the highest E_tot?
  C7H31NO11

- Among the records above, which one has the lowest largest force on an atom?
  C25H25NO4